# 1
{
  "formula": "C11H14AgCl2N2O2",
  "method": "ωB97M-V with the def2-TZVPD basis set",
  "elements": ["Ag", "C", "C", "N", "O", "H", "H", "H", "H", "H", "C", "C", "C", "O", "H", "H", "H", "H", "H", "H", "Cl", "C", "C", "C", "C", "C", "Cl", "C", "N", "H", "H", "H"],
  "xyz": [[-0.1884, 1.8554, 0.0366], [-3.8032, 0.9305, 3.0951], [-2.4521, 1.2032, 2.4616], [-1.4272, 0.4559, 2.8862], [-2.3507, 2.1116, 1.6308], [-3.8683, -0.0690, 3.5278], [-4.5772, 1.0571, 2.3402], [-3.9740, 1.6660, 3.8839], [-1.6197, -0.3446, 3.4611], [-0.5220, 0.4536, 2.3381], [2.2961, 2.1847, -3.3276], [0.8392, 2.0695, -2.9667], [-0.0304, 1.1261, -3.7426], [0.4127, 2.6786, -2.0166], [2.5458, 1.6360, -4.2349], [2.8755, 1.7886, -2.4905], [2.5632, 3.2366, -3.4430], [0.1663, 1.1945, -4.8151], [-1.0792, 1.3143, -3.5243], [0.2040, 0.1086, -3.4113], [3.0015, -0.9072, 2.8024], [1.9686, -1.6590, 1.5940], [2.1309, -3.0043, 1.3733], [1.3515, -3.6881, 0.4315], [0.3929, -2.9528, -0.2575], [0.2311, -1.6006, -0.0331], [-1.0602, -0.8163, -0.9537], [0.9947, -0.7793, 0.9216], [0.8660, 0.4755, 1.2153], [2.8855, -3.5339, 1.9438], [1.4778, -4.7496, 0.2559], [-0.2507, -3.4418, -0.9823]],
  "mulliken_charge": [0.28, -1.04, 0.68, -0.25, -0.65, 0.35, 0.28, 0.25, 0.22, 0.29, -1.07, 1.02, -1.05, -0.67, 0.32, 0.27, 0.32, 0.41, 0.29, 0.20, -0.29, 0.31, -0.52, -0.39, -0.54, 0.54, -0.29, 0.10, -1.36, 0.33, 0.34, 0.31],
  "energy_ha": -1754.90756,
  "e_lumo_ev": 2.9,
  "e_above_lowest_kcal_mol": 15.4,
  "charge": -1,
  "e_homo_ev": -2.201,
  "max_force_ev_per_a": 0.85,
  "orbital_gap_ev": 5.1
}

=====

# 2
{
  "formula": "C11H14BBeF3N6O3S",
  "method": "ωB97M-V with the def2-TZVPD basis set",
  "elements": ["H", "N", "B", "N", "C", "Be", "H", "C", "H", "C", "H", "C", "H", "H", "H", "N", "N", "N", "N", "C", "C", "H", "H", "C", "C", "C", "C", "H", "H", "H", "H", "H", "F", "C", "F", "F", "S", "O", "O", "O"],
  "xyz": [[-0.5007, 3.1834, 0.4825], [-0.0046, 1.7939, -1.0121], [0.6718, 0.5982, -3.0858], [0.5976, 1.9065, -2.2339], [0.9863, 3.1813, -2.4535], [-0.4883, -0.6161, -0.4460], [1.5180, 3.4496, -3.3547], [0.5808, 3.9323, -1.3521], [0.7126, 4.9811, -1.1716], [-0.0418, 3.0151, -0.4761], [1.0030, 0.8408, -4.2085], [-1.1916, -2.3094, 0.3335], [-1.9672, -1.6810, 0.8028], [-0.5618, -2.7110, 1.1382], [-1.7115, -3.1456, -0.1534], [-0.7752, 0.0274, -3.0117], [1.5624, -0.3759, -2.2983], [-1.3524, -0.2905, -1.7742], [1.1442, -0.7971, -1.0552], [-1.7169, 0.0188, -3.9635], [2.7698, -0.8947, -2.5684], [-1.4162, 0.2843, -4.9683], [3.2594, -0.6630, -3.5037], [-2.9331, -0.2914, -3.3667], [3.1471, -1.6904, -1.4863], [-2.6763, -0.4494, -2.0042], [2.1184, -1.5788, -0.5472], [-3.8778, -0.3611, -3.8674], [4.0443, -2.2709, -1.3838], [-3.3514, -0.6577, -1.1904], [2.0281, -1.9888, 0.4501], [-0.4806, -1.8898, -0.4948], [0.8514, 0.6237, 3.7300], [0.0994, 1.5077, 3.0433], [-0.5042, 2.3558, 3.9030], [0.9163, 2.2237, 2.2230], [-1.1442, 0.5768, 2.0116], [-1.7831, -0.3615, 2.8962], [-1.9461, 1.6033, 1.3879], [-0.2031, -0.1003, 1.0360]],
  "mulliken_charge": [0.52, 0.14, -0.14, -0.09, -0.20, -1.11, 0.46, -1.19, 0.39, -0.21, -0.10, -1.01, 0.20, 0.36, 0.32, -0.10, 0.15, 0.88, 0.14, -0.07, -0.10, 0.44, 0.45, -1.13, -1.14, -0.05, -0.09, 0.42, 0.41, 0.49, 0.49, 0.59, -0.22, 0.71, -0.21, -0.18, 1.06, -0.65, -0.62, -0.01],
  "energy_ha": -1719.36558,
  "e_lumo_ev": 0.3,
  "e_above_lowest_kcal_mol": 0.0,
  "charge": 0,
  "e_homo_ev": -8.575,
  "max_force_ev_per_a": 4.93,
  "orbital_gap_ev": 8.9
}

=====

# 3
{
  "formula": "C11H14BCl4NO2",
  "method": "ωB97M-V with the def2-TZVPD basis set",
  "elements": ["Cl", "B", "Cl", "Cl", "O", "C", "C", "C", "C", "C", "Cl", "C", "C", "H", "H", "H", "H", "H", "C", "C", "N", "C", "C", "O", "H", "H", "H", "H", "H", "H", "H", "H", "H"],
  "xyz": [[3.5107, 2.4007, -2.0104], [2.7415, 0.7251, -1.9917], [3.0450, -0.2510, -3.5518], [3.3627, -0.2618, -0.5034], [1.2594, 0.9415, -1.8549], [0.3978, -0.0133, -1.7665], [-0.9964, 0.2579, -2.0146], [-1.9035, -0.8219, -2.1312], [-3.2712, -0.5922, -2.2247], [-3.7551, 0.7273, -2.2324], [-5.4379, 1.0278, -2.3057], [-2.8572, 1.8091, -2.2289], [-1.4885, 1.5835, -2.1432], [0.7437, -1.0520, -1.6703], [-1.5009, -1.8354, -2.1268], [-3.9808, -1.4126, -2.2858], [-3.2443, 2.8233, -2.2901], [-0.7874, 2.4165, -2.1454], [0.9034, -1.8881, 3.2180], [0.7331, -1.7120, 1.7129], [0.4633, -0.3314, 1.3791], [1.0791, 0.7724, 2.0866], [1.2377, 0.4557, 3.5688], [1.7308, -0.8651, 3.7626], [-0.1044, -1.8835, 3.6765], [1.4453, -2.8177, 3.4416], [1.6294, -2.0793, 1.1775], [-0.1464, -2.2847, 1.3883], [0.4864, -0.1825, 0.3800], [2.0531, 1.0271, 1.6268], [0.3936, 1.6244, 1.9812], [2.0049, 1.0975, 4.0232], [0.2531, 0.5950, 4.0546]],
  "mulliken_charge": [-0.30, 0.68, -0.29, -0.28, -0.43, -0.70, 0.82, -0.38, -0.65, 0.43, -0.17, -0.60, -0.38, 0.52, 0.40, 0.41, 0.40, 0.49, -0.59, -0.36, -0.11, -0.32, -0.60, -0.35, 0.34, 0.30, 0.26, 0.31, -0.04, 0.25, 0.31, 0.30, 0.34],
  "energy_ha": -2498.50727,
  "e_lumo_ev": -2.5,
  "e_above_lowest_kcal_mol": 0.0,
  "charge": 0,
  "e_homo_ev": -8.601,
  "max_force_ev_per_a": 2.76,
  "orbital_gap_ev": 6.1
}

=====

# 4
{
  "formula": "C11H14BN7Pb",
  "method": "ωB97M-V with the def2-TZVPD basis set",
  "elements": ["H", "N", "B", "N", "C", "Pb", "H", "C", "H", "C", "H", "C", "H", "H", "H", "N", "N", "N", "N", "C", "C", "H", "H", "C", "C", "C", "C", "H", "H", "H", "H", "H", "N", "C"],
  "xyz": [[-0.0570, 3.0770, 2.3237], [0.2099, 1.7609, 0.6663], [0.8019, 0.8288, -1.6636], [0.6232, 1.9850, -0.6344], [0.7924, 3.3018, -0.8354], [-0.6998, -0.5179, 1.4604], [1.0891, 3.6581, -1.8136], [0.5311, 3.9676, 0.3586], [0.5852, 5.0232, 0.5307], [0.1872, 2.9653, 1.2791], [1.2857, 1.2342, -2.6705], [-2.1164, -2.8344, 3.0937], [-2.4519, -3.1340, 4.0899], [-1.1132, -3.2541, 2.9283], [-2.8178, -3.2370, 2.3524], [-0.6156, 0.2484, -1.9361], [1.6746, -0.3105, -1.0583], [-1.3859, -0.2675, -0.9001], [1.4675, -0.8053, 0.2227], [-1.2931, 0.1775, -3.0926], [2.7014, -0.9625, -1.6344], [-0.8411, 0.5333, -4.0047], [2.9897, -0.7254, -2.6521], [-2.5383, -0.3891, -2.8375], [3.2183, -1.8747, -0.7114], [-2.5628, -0.6542, -1.4583], [2.4299, -1.7308, 0.4419], [-3.3119, -0.5777, -3.5475], [4.0477, -2.5397, -0.8612], [-3.3685, -1.0926, -0.8785], [2.5360, -2.2451, 1.3897], [-2.0993, -1.7263, 3.0532], [0.1851, 0.1573, 5.0623], [-0.0835, -0.0395, 3.9375]],
  "mulliken_charge": [0.45, -0.15, -0.01, 0.14, -0.05, 1.23, 0.42, -0.97, 0.39, -0.31, -0.10, -0.95, 0.31, 0.28, 0.33, 0.15, 0.20, -0.30, -0.36, -0.07, -0.08, 0.44, 0.43, -0.97, -0.91, -0.33, -0.22, 0.38, 0.38, 0.41, 0.44, 0.11, -0.53, -0.17],
  "energy_ha": -1028.59169,
  "e_lumo_ev": -0.5,
  "e_above_lowest_kcal_mol": 0.0,
  "charge": 0,
  "e_homo_ev": -9.107,
  "max_force_ev_per_a": 2.23,
  "orbital_gap_ev": 8.6
}

=====

# 5
{
  "formula": "C11H14BN7PbS",
  "method": "ωB97M-V with the def2-TZVPD basis set",
  "elements": ["H", "N", "B", "N", "C", "Pb", "H", "C", "H", "C", "H", "C", "H", "H", "H", "N", "N", "N", "N", "C", "C", "H", "H", "C", "C", "C", "C", "H", "H", "H", "H", "H", "S", "C", "N"],
  "xyz": [[2.0443, 2.9577, 1.6386], [1.3075, 1.4092, 0.2980], [0.2946, 0.2440, -1.7321], [0.5269, 1.4558, -0.8253], [0.2176, 2.7423, -1.0953], [2.9300, 0.0415, 1.0143], [-0.3320, 3.0455, -1.9715], [0.7924, 3.5250, -0.0986], [0.7442, 4.5897, -0.0655], [1.4604, 2.6822, 0.7702], [0.5891, 0.5596, -2.8464], [-0.4726, -0.7436, 2.8901], [0.4587, -1.0257, 3.4458], [-0.6446, -1.3954, 2.0399], [-0.3963, 0.2882, 2.4903], [-1.1869, -0.1803, -1.6307], [1.0890, -1.0794, -1.4907], [-1.8854, 0.0873, -0.4860], [1.8120, -1.3519, -0.3623], [-1.9903, -0.7133, -2.5935], [1.3274, -2.0341, -2.4012], [-1.5760, -0.9705, -3.5602], [0.8864, -1.9443, -3.3985], [-3.2959, -0.7074, -2.0973], [2.2495, -2.9199, -1.8549], [-3.1794, -0.1680, -0.7875], [2.5263, -2.4996, -0.5703], [-4.1679, -1.0426, -2.6404], [2.6599, -3.7326, -2.4100], [-4.0063, 0.0482, -0.1404], [3.2118, -2.9385, 0.1398], [-1.3063, -0.5919, 3.6842], [-0.0036, 1.5048, 6.4461], [-0.9563, 0.7297, 5.4432], [-1.7283, 0.1284, 4.7584]],
  "mulliken_charge": [0.44, -0.48, 0.06, 0.60, -0.27, 0.28, 0.45, -0.80, 0.42, -0.27, -0.09, -1.02, 0.29, 0.32, 0.27, 0.54, 0.58, -0.70, -0.59, -0.19, -0.07, 0.34, 0.35, -0.65, -0.90, -0.41, -0.21, 0.38, 0.41, 0.43, 0.42, 0.44, -0.28, 0.39, -0.49],
  "energy_ha": -1426.64254,
  "e_lumo_ev": [-0.5, -2.8],
  "e_above_lowest_kcal_mol": 104.9,
  "charge": 0,
  "e_homo_ev": [-8.679, -6.138],
  "max_force_ev_per_a": 2.29,
  "orbital_gap_ev": [8.1, 3.3]
}

=====

# 6
{
  "formula": "C11H14Cl2N2O3S",
  "method": "ωB97M-V with the def2-TZVPD basis set",
  "elements": ["O", "C", "C", "C", "O", "C", "O", "N", "C", "S", "N", "C", "C", "C", "Cl", "C", "C", "Cl", "C", "H", "H", "H", "H", "H", "H", "H", "H", "H", "H", "H", "H", "H", "H"],
  "xyz": [[-1.5257, 3.9825, 2.1042], [-0.4055, 3.4494, 1.4717], [0.0790, 2.0857, 2.0466], [1.6153, 2.0427, 2.0414], [2.0513, 2.0835, 0.6992], [-0.4358, 1.8920, 3.4837], [0.1676, 0.7372, 4.0293], [-0.3303, 0.9725, 1.2072], [-1.5362, 0.6854, 0.7107], [-2.9656, 1.4227, 1.1167], [-1.6187, -0.3585, -0.1733], [-0.6300, -1.0149, -0.8928], [0.5874, -0.4199, -1.2323], [1.5135, -1.1466, -1.9618], [3.0175, -0.4068, -2.3618], [1.2650, -2.4419, -2.3857], [0.0369, -3.0043, -2.0708], [-0.3176, -4.6044, -2.6037], [-0.9053, -2.3117, -1.3344], [-2.2896, 3.4166, 1.8921], [-0.5681, 3.3248, 0.3931], [0.3874, 4.1873, 1.6099], [1.9442, 1.1166, 2.5314], [1.9988, 2.8950, 2.6135], [3.0121, 2.1377, 0.6812], [-1.5251, 1.7847, 3.4550], [-0.1868, 2.7857, 4.0689], [-0.2354, 0.5605, 4.8853], [0.4069, 0.3121, 1.0075], [-2.5665, -0.6794, -0.3257], [0.8131, 0.6026, -0.9740], [1.9975, -2.9912, -2.9527], [-1.8517, -2.7726, -1.0992]],
  "mulliken_charge": [-0.53, -0.95, 1.09, -1.32, -0.47, -1.02, -0.55, -0.31, 0.42, -0.48, -0.09, 0.58, -0.73, 0.37, -0.22, -0.78, 0.30, -0.20, -0.90, 0.28, 0.37, 0.40, 0.46, 0.53, 0.30, 0.43, 0.47, 0.34, 0.38, 0.28, 0.70, 0.45, 0.40],
  "energy_ha": -2081.38288,
  "e_lumo_ev": 0.4,
  "smiles": "OCC(CO)(CO)NC(=S)Nc1cc(Cl)cc(Cl)c1",
  "charge": 0,
  "e_homo_ev": -8.578,
  "max_force_ev_per_a": 0.79,
  "orbital_gap_ev": 9.0
}